Entry 1:
{
  "formula": "C5H8O2",
  "method": "wB97M-V/def2-TZVPD",
  "symbols": ["O", "C", "C", "C", "C", "C", "O", "H", "H", "H", "H", "H", "H", "H", "H"],
  "positions_angstrom": [[0.2018, -1.4421, 1.8393], [0.4623, -0.7257, 0.6620], [-0.4178, -1.0278, -0.5845], [-0.6698, 0.4389, -0.9906], [0.6399, 1.2089, -0.7075], [0.2010, 0.8007, 0.6995], [-1.1829, 0.9445, 0.2753], [-0.6961, -1.2398, 2.1288], [1.5168, -0.9202, 0.4436], [0.0464, -1.6760, -1.3323], [-1.3677, -1.4779, -0.2706], [-1.2913, 0.6669, -1.8602], [1.5980, 0.8347, -1.0811], [0.5285, 2.2799, -0.8863], [0.4254, 1.3452, 1.6179]],
  "homo_ev": -9.566,
  "e_above_lowest_kj_mol": 173.1,
  "e_tot_ha": -345.73901,
  "lumo_energy_ev": 1.02,
  "total_charge": 0
}

Entry 2:
{
  "formula": "C5H8O2",
  "method": "wB97M-V/def2-TZVPD",
  "symbols": ["C", "C", "C", "O", "C", "O", "C", "H", "H", "H", "H", "H", "H", "H", "H"],
  "positions_angstrom": [[-0.6977, 0.8424, -1.3302], [-0.7395, 0.2935, 0.0846], [0.6146, 0.3951, 0.8858], [1.6931, 1.0874, 0.3325], [0.6621, -1.1259, 0.9498], [0.5474, -1.6390, -0.3816], [-0.6379, -1.2206, 0.2821], [-1.6355, 0.6805, -1.8706], [0.1082, 0.3780, -1.9057], [-0.5052, 1.9187, -1.2934], [-1.5711, 0.7276, 0.6497], [0.4345, 0.8148, 1.8788], [1.9854, 0.5827, -0.4386], [1.1444, -1.7735, 1.6754], [-1.4028, -1.9617, 0.4815]],
  "homo_ev": -9.854,
  "e_above_lowest_kj_mol": 220.9,
  "smiles": "C[C@@H]1[C@H](O)[C@@H]2O[C@H]12",
  "e_tot_ha": -345.72082,
  "lumo_energy_ev": 1.00,
  "total_charge": 0
}

Entry 3:
{
  "formula": "C5H8O2",
  "method": "wB97M-V/def2-TZVPD",
  "symbols": ["C", "C", "C", "C", "O", "C", "O", "H", "H", "H", "H", "H", "H", "H", "H"],
  "positions_angstrom": [[-0.7372, -0.4067, 1.4376], [-0.4486, -0.6106, -0.0081], [-0.7749, -1.5994, -0.8195], [2.0700, 0.2067, 0.1877], [0.3835, 0.4219, -0.5569], [-0.2263, 1.6051, -0.8907], [-1.3980, 1.7984, -0.8160], [-1.3554, 0.4853, 1.5892], [0.2192, -0.2796, 1.9540], [-1.2620, -1.2754, 1.8389], [-1.3415, -2.4483, -0.4510], [-0.4606, -1.6010, -1.8580], [2.5500, 0.0055, -0.7890], [2.2390, 1.2861, 0.3825], [0.5357, 2.3157, -1.2398]],
  "homo_ev": -8.429,
  "e_above_lowest_kj_mol": 497.5,
  "e_tot_ha": -345.61548,
  "lumo_energy_ev": 0.88,
  "total_charge": 0
}

Entry 4:
{
  "formula": "C5H8O2",
  "method": "wB97M-V/def2-TZVPD",
  "symbols": ["C", "C", "C", "H", "H", "H", "H", "C", "O", "H", "H", "C", "O", "H", "H"],
  "positions_angstrom": [[0.1521, 1.6649, -0.8650], [-0.2923, 1.8822, 0.3278], [1.1790, 1.6207, 0.2235], [-0.0152, 1.5619, -1.9235], [-1.1024, 2.0860, 1.0062], [1.5959, 0.6607, 0.5551], [1.8825, 2.4502, 0.3356], [0.5894, -1.7705, -0.8837], [0.5466, -0.9221, -1.7356], [1.2774, -1.7125, -0.0180], [-0.0763, -2.6575, -0.9160], [-1.4403, -1.2176, 0.9677], [-1.1083, -0.3641, 1.7478], [-1.9768, -0.9955, 0.0247], [-1.2115, -2.2867, 1.1534]],
  "homo_ev": -8.978,
  "e_above_lowest_kj_mol": 484.9,
  "smiles": "C1=CC1.C=O.C=O",
  "e_tot_ha": -345.62028,
  "lumo_energy_ev": 0.03,
  "total_charge": 0
}

Entry 5:
{
  "formula": "C5H8O2",
  "method": "wB97M-V/def2-TZVPD",
  "symbols": ["C", "C", "C", "C", "C", "O", "O", "H", "H", "H", "H", "H", "H", "H", "H"],
  "positions_angstrom": [[2.7685, -1.6785, 0.7235], [1.5222, -1.3755, 0.3489], [0.7833, -0.1212, 0.6819], [-0.0512, 0.0383, -0.6088], [-1.3824, 0.6707, -0.5353], [-2.3711, 0.6118, -1.1875], [-1.3207, 1.6179, 0.5053], [3.4782, -1.0283, 1.3746], [3.2902, -2.4173, 0.3003], [0.9555, -2.1124, -0.1136], [1.5249, 0.6798, 0.8641], [0.2138, -0.1206, 1.5314], [-0.2433, -0.8811, -1.2378], [0.6155, 0.6730, -1.3002], [-2.1430, 2.1663, 0.3781]],
  "homo_ev": -9.821,
  "e_above_lowest_kj_mol": 143.8,
  "smiles": "C=CCCC(=O)O",
  "e_tot_ha": -345.75019,
  "lumo_energy_ev": 0.76,
  "total_charge": 0
}

Entry 6:
{
  "formula": "C5H8O2",
  "method": "wB97M-V/def2-TZVPD",
  "symbols": ["O", "C", "C", "C", "O", "C", "C", "H", "H", "H", "H", "H", "H", "H", "H"],
  "positions_angstrom": [[-0.5612, -0.1038, 2.3292], [0.4277, 0.4550, 1.9081], [0.5238, 0.9840, 0.4990], [-0.3377, 0.1557, -0.4413], [-1.6741, 0.5641, -0.4796], [0.1961, -0.3943, -1.7232], [-0.0823, -1.3153, -0.5550], [1.3127, 0.5871, 2.5619], [1.5713, 1.0506, 0.1829], [0.1259, 2.0093, 0.5094], [-2.0404, 0.3324, 0.3870], [1.2362, -0.2087, -1.9856], [-0.4958, -0.4232, -2.5603], [-0.9651, -1.9461, -0.6103], [0.7630, -1.7467, -0.0223]],
  "homo_ev": -9.880,
  "e_above_lowest_kj_mol": 143.2,
  "smiles": "O=CCC1(O)CC1",
  "e_tot_ha": -345.75042,
  "lumo_energy_ev": 0.90,
  "total_charge": 0
}

Entry 7:
{
  "formula": "C5H8O2S",
  "method": "wB97M-V/def2-TZVPD",
  "symbols": ["C", "S", "C", "O", "C", "C", "C", "O", "H", "H", "H", "H", "H", "H", "H", "H"],
  "positions_angstrom": [[-1.1549, 0.4965, -2.3552], [0.0278, 1.2555, -1.0517], [-0.5626, 0.6875, 0.5171], [0.3535, 1.1019, 1.4151], [1.5192, 0.3258, 1.2404], [0.9164, -1.0779, 1.2803], [-0.4882, -0.8830, 0.5062], [-1.1213, -1.6270, -0.2229], [-0.8489, 1.0492, -3.2639], [-2.1525, 0.8483, -2.0022], [-1.1658, -0.6226, -2.3283], [-1.6452, 0.9568, 0.7017], [2.1633, 0.5737, 2.1416], [2.0034, 0.3751, 0.2822], [1.5341, -1.9706, 0.8935], [0.6217, -1.4891, 2.2459]],
  "homo_ev": -8.645,
  "e_above_lowest_kj_mol": 171.9,
  "smiles": "CS[C@@H]1OCCC1=O",
  "e_tot_ha": -743.92193,
  "lumo_energy_ev": 0.77,
  "total_charge": 0
}

Entry 8:
{
  "formula": "C5H8O2S",
  "method": "wB97M-V/def2-TZVPD",
  "symbols": ["O", "C", "C", "O", "C", "C", "C", "S", "H", "H", "H", "H", "H", "H", "H", "H"],
  "positions_angstrom": [[2.3553, -0.8969, 0.7576], [2.2378, -0.0510, -0.1282], [0.9882, -0.1343, -1.1078], [0.3623, 1.0995, -1.0346], [-0.8511, 1.1823, -0.3154], [-0.8056, 0.2876, 0.8241], [-1.0188, -1.2507, 0.5996], [-0.2619, -1.6412, -1.0471], [2.7117, 1.0097, -0.2612], [1.2201, -0.3454, -2.1752], [-0.7604, 2.2418, -0.0210], [-1.8479, 0.9704, -0.9009], [-1.6907, 0.4404, 1.5314], [0.0889, 0.2613, 1.3685], [-0.5964, -1.7164, 1.4475], [-2.1315, -1.4571, 0.4625]],
  "homo_ev": -9.017,
  "e_above_lowest_kj_mol": 240.7,
  "smiles": "O=C[C@@H]1OCCCS1",
  "e_tot_ha": -743.89572,
  "lumo_energy_ev": 0.58,
  "total_charge": 0
}